{
  "formula": "C3H15N2O3",
  "method": "ωB97M-V/def2-TZVPD",
  "elements": ["O", "H", "H", "N", "C", "H", "O", "H", "H", "H", "H", "C", "H", "H", "H", "H", "N", "H", "H", "H", "O", "C", "H"],
  "xyz": [[0.984, -1.816, -0.975], [1.713, 2.632, -1.161], [-1.995, 1.322, -1.884], [0.548, 0.453, 0.901], [0.509, -0.221, 2.231], [2.523, 1.630, 1.173], [-1.457, 2.042, -1.574], [0.380, 1.525, -1.352], [-1.826, 2.945, -1.226], [-2.447, -0.618, -2.563], [1.280, 0.004, 2.986], [0.284, -1.705, 1.779], [-0.087, 0.044, 0.173], [-2.746, -0.930, -1.018], [1.050, -2.641, 1.914], [0.035, -1.760, 0.731], [1.287, 1.873, -0.756], [-0.568, 0.032, 2.549], [0.234, -2.150, -1.467], [1.530, -1.530, -1.736], [-2.326, -0.353, -1.668], [1.595, 1.368, 0.469], [-0.499, -2.147, 2.475]],
  "nbo_charge": [-0.9466, 0.4148, 0.5164, -0.5461, -0.2376, 0.2756, -1.0281, 0.4767, 0.5220, 0.4971, 0.2450, -0.6537, 0.4431, 0.5090, 0.2458, 0.2224, -0.7458, 0.2194, 0.4759, 0.4833, -0.9787, 0.3679, 0.2222],
  "e_homo_ha": -0.495,
  "charge": 1,
  "orbital_gap_ev": 10.114,
  "multiplicity": 1,
  "energy_ev": -12468.58753
}